ORCA calculation (the ωB97M-V functional and the def2-TZVPD basis) on a 2-piece molecular cluster, C2H9NO2 overall at a distorted geometry.

XYZ file:
```
14
Properties=species:S:1:pos:R:3:lowdin_charge:R:1
C 0.15464 0.54150 1.17244 -0.17
N -0.52807 -0.43493 0.33705 -0.17
C -1.70328 0.02134 -0.36305 -0.34
O -1.60852 1.25111 -1.03708 -0.04
H 1.12499 0.15897 1.69002 0.10
H 0.28536 1.53430 0.74319 0.06
H -0.44523 0.73402 2.12901 0.08
H -0.21546 -1.45068 0.45985 0.15
H -2.38773 -0.01061 0.53862 0.13
H -1.93520 -0.80641 -1.05163 0.12
H -0.83080 1.13998 -1.60658 0.10
O 2.83629 -0.66657 -1.32820 -0.08
H 2.86033 -1.64807 -1.15964 0.06
H 2.39268 -0.36395 -0.52403 0.00
```

Output
**Structure (SMILES)**: CNCO.O
**Net charge**: 0
**LUMO level**: 0.642 eV
**HOMO-LUMO gap**: 9.16 eV
**Energy above the lowest of the compared OMol25 structures with the same formula, charge and spin**: 28.4 kcal per mole